Entry 1:
115
Properties=species:S:1:pos:R:3:forces:R:3:lowdin_charge:R:1 method="wB97M-V/def2-TZVPD" e_above_lowest_kcal_mol=3.3 molar_mass_g_mol=1417.90 homo_lumo_gap_ev=7.14 lumo_ha=0.0706 charge=-1 e_homo_ev=-5.22 spin_multiplicity=1 fmax_ha_per_bohr=0.00793
Tl -0.957853 -0.569209 0.474416 0.010 -0.029 -0.018 0.942
O 3.615699 -1.943511 0.467040 -0.068 -0.048 0.028 -0.484
S 2.264431 -1.476202 0.860849 0.187 0.240 0.272 0.022
O 2.187351 -0.079758 1.205082 0.098 -0.053 0.008 -0.398
O 1.546157 -1.589890 -0.593149 0.005 -0.065 -0.197 -0.617
S 1.317795 -2.647225 2.061500 -0.028 -0.075 -0.038 0.337
F -3.722252 -1.357264 -0.437333 -0.004 -0.152 -0.029 0.105
C -3.798816 -2.641440 -0.834737 -0.014 0.132 0.009 -0.527
F -5.011508 -3.091685 -0.453556 0.123 0.026 -0.024 0.150
F -3.780870 -2.635764 -2.174931 0.003 -0.009 0.075 0.165
C -2.589425 -3.468340 -0.260261 -0.013 -0.074 0.052 -0.373
O -1.437030 -2.818186 -0.378418 -0.198 -0.026 -0.067 -0.278
C -2.880570 -3.783746 1.249304 -0.060 -0.043 0.048 -0.534
F -3.189037 -2.639832 1.901415 0.038 -0.129 -0.054 0.126
F -1.806047 -4.298223 1.849173 -0.049 0.089 -0.029 0.150
F -3.898473 -4.643621 1.461194 0.062 0.070 -0.034 0.147
C -2.535910 -4.827683 -1.038452 0.049 -0.128 0.012 -0.526
F -1.732974 -5.708498 -0.409336 -0.103 0.087 -0.068 0.149
F -2.030288 -4.661130 -2.267937 -0.025 0.005 0.073 0.150
F -3.738057 -5.426824 -1.184367 0.138 0.082 0.014 0.144
F -4.409417 1.111370 -3.221931 0.055 0.036 -0.009 0.136
C -3.361432 1.907301 -3.448652 0.054 -0.073 0.032 -0.676
F -3.751284 3.172464 -3.309284 -0.009 -0.014 -0.018 0.138
F -2.955199 1.720649 -4.708058 -0.005 0.020 0.046 0.130
S -2.025852 1.489060 -2.244456 -0.121 0.202 -0.089 0.533
O -2.583061 1.757239 -0.944287 -0.060 0.001 0.006 -0.356
O -1.682169 0.123236 -2.534901 0.018 -0.114 -0.045 -0.313
N -0.946031 2.534230 -2.715313 -0.055 -0.052 0.138 -0.285
S 0.117880 3.036466 -1.661146 0.151 0.126 -0.258 0.565
O -0.288197 4.162168 -0.874013 -0.078 0.063 0.052 -0.280
O 0.826046 1.964938 -1.013278 0.071 -0.098 0.096 -0.315
C 1.327325 3.762340 -2.860165 -0.029 -0.082 0.028 -0.668
F 0.747396 4.646369 -3.671250 0.043 -0.022 0.020 0.134
F 1.909335 2.817118 -3.614718 -0.071 0.080 0.069 0.115
F 2.288684 4.387564 -2.170834 -0.038 -0.062 -0.058 0.127
C -2.971534 5.041045 1.446310 -0.061 0.022 0.077 -0.135
C -2.046245 4.735265 2.630936 0.001 0.013 -0.116 -0.709
C -0.711365 5.434958 2.362683 0.023 -0.020 -0.006 -0.135
C -2.671308 5.275280 3.910949 0.011 -0.035 0.106 -0.118
Sb -1.643531 2.568242 2.540642 0.063 -0.095 0.061 1.588
C -3.432270 1.698463 3.502580 -0.022 0.120 0.058 -0.706
C -4.643905 2.287219 2.777700 -0.060 0.002 0.088 -0.135
C -3.569484 1.936372 5.004516 -0.025 0.006 0.006 -0.116
C -3.403922 0.192996 3.228465 0.012 0.017 -0.020 -0.155
C -0.114490 2.264336 4.103253 0.032 0.065 -0.001 -0.709
C -0.238435 3.143124 5.346414 0.001 0.004 -0.008 -0.122
C -0.148297 0.791069 4.517893 -0.049 0.020 0.026 -0.127
C 1.229769 2.523235 3.413444 -0.009 0.027 0.028 -0.133
H -3.059559 6.129733 1.331916 0.002 -0.009 0.006 0.082
H -3.978111 4.645796 1.597197 0.068 0.025 -0.046 0.056
H -2.583122 4.638788 0.510785 0.051 -0.028 -0.048 0.060
H -0.889287 6.511538 2.241682 0.005 0.001 0.002 0.083
H -0.246779 5.072881 1.440337 -0.030 0.020 0.077 0.059
H -0.002654 5.310866 3.183998 -0.021 -0.003 0.002 0.054
H -2.833378 6.356563 3.801564 0.010 -0.001 0.021 0.081
H -2.033564 5.121716 4.787206 -0.109 0.017 -0.120 0.060
H -3.645525 4.822050 4.113705 0.083 0.062 -0.013 0.053
H -4.788613 3.344183 3.017862 -0.001 -0.122 -0.020 0.052
H -5.551872 1.752858 3.087184 0.001 -0.002 -0.016 0.084
H -4.554948 2.190887 1.691790 -0.012 -0.006 0.015 0.079
H -3.713704 2.992678 5.243757 0.046 -0.061 -0.012 0.062
H -2.699613 1.581592 5.559147 -0.114 -0.010 -0.016 0.048
H -4.443175 1.389660 5.385824 -0.014 0.021 -0.022 0.082
H -3.372588 -0.019037 2.156166 0.004 0.024 0.027 0.035
H -4.327353 -0.260129 3.611487 0.024 -0.030 0.017 0.088
H -2.561136 -0.317597 3.704473 -0.073 0.066 -0.067 0.067
H -1.217380 3.058087 5.823544 0.089 0.018 -0.014 0.055
H -0.064322 4.198182 5.122757 0.004 -0.051 -0.019 0.058
H 0.517435 2.838932 6.083574 0.009 0.010 -0.013 0.081
H -1.023270 0.553049 5.128797 0.098 -0.022 -0.069 0.058
H 0.744036 0.564195 5.115060 -0.015 0.002 0.000 0.088
H -0.131165 0.114849 3.657945 0.025 0.012 0.001 0.053
H 1.318606 3.545321 3.036481 -0.017 -0.041 0.027 0.061
H 1.391294 1.841456 2.576518 0.000 0.006 -0.004 0.055
H 2.043293 2.361448 4.133365 -0.003 -0.004 -0.016 0.085
C 5.787977 -1.546830 -1.475412 -0.023 -0.021 -0.041 -0.103
C 4.580157 -0.953720 -2.198346 0.028 -0.031 0.036 -0.625
C 4.897611 -0.855267 -3.691399 -0.048 -0.011 -0.025 -0.110
C 4.228442 0.419118 -1.626375 -0.021 0.015 -0.015 -0.078
Sb 2.823576 -2.235609 -1.939626 -0.104 0.096 -0.058 1.847
C 3.126779 -4.373713 -1.680632 -0.021 -0.016 -0.034 -0.634
C 3.638060 -4.722770 -0.289802 0.032 0.020 0.007 -0.105
C 1.772580 -5.044515 -1.921554 -0.016 0.044 0.074 -0.092
C 4.134875 -4.801892 -2.750499 -0.017 0.027 -0.024 -0.107
C 1.409903 -1.841027 -3.557531 0.045 0.014 -0.018 -0.609
C 0.045571 -2.440213 -3.214953 -0.008 -0.027 -0.010 -0.103
C 1.292138 -0.318864 -3.638098 0.034 0.031 -0.018 -0.111
C 1.911060 -2.420586 -4.878733 0.061 -0.002 -0.057 -0.100
H 6.618788 -0.842130 -1.589366 -0.010 -0.005 -0.009 0.091
H 6.106205 -2.494183 -1.917773 -0.020 0.003 0.019 0.068
H 5.602894 -1.686073 -0.415187 -0.013 -0.004 0.024 0.066
H 5.805455 -0.253501 -3.799169 -0.004 0.000 0.001 0.092
H 4.111321 -0.359550 -4.260752 0.057 -0.051 0.037 0.059
H 5.100076 -1.831575 -4.141033 -0.009 0.008 0.007 0.078
H 5.103196 1.066706 -1.753584 -0.008 0.001 -0.015 0.098
H 3.990536 0.377435 -0.564869 0.005 -0.012 0.001 0.071
H 3.388646 0.888142 -2.140938 -0.004 -0.010 0.017 0.067
H 2.925824 -4.446185 0.487874 0.023 -0.016 -0.022 0.043
H 4.588334 -4.241010 -0.059522 -0.029 -0.020 -0.015 0.078
H 3.777862 -5.809654 -0.261580 0.008 0.007 -0.001 0.093
H 0.990977 -4.654348 -1.263211 0.017 0.000 -0.030 0.089
H 1.882937 -6.112960 -1.708962 0.008 0.012 0.001 0.096
H 1.441951 -4.947574 -2.955890 0.005 0.007 0.020 0.067
H 5.135378 -4.416775 -2.545237 -0.015 0.004 -0.014 0.067
H 3.840265 -4.495338 -3.758248 0.003 -0.005 0.021 0.066
H 4.194913 -5.895033 -2.751374 0.007 0.013 0.016 0.092
H -0.275317 -2.277003 -2.186900 0.003 -0.023 -0.042 0.047
H 0.005852 -3.510005 -3.417118 0.020 0.027 0.041 0.063
H -0.698650 -1.954300 -3.853807 0.025 -0.016 0.010 0.097
H 1.009005 0.125117 -2.684130 -0.014 0.014 0.026 0.057
H 0.496757 -0.071047 -4.346677 0.000 -0.004 0.004 0.101
H 2.208188 0.158467 -3.989295 -0.034 -0.009 0.020 0.056
H 2.017147 -3.507509 -4.835698 -0.005 0.016 -0.006 0.064
H 2.857777 -1.987472 -5.213912 -0.076 -0.039 0.046 0.063
H 1.160072 -2.203383 -5.645798 0.017 0.009 0.007 0.095

Entry 2:
97
Properties=species:S:1:pos:R:3:forces:R:3:lowdin_charge:R:1 method="wB97M-V/def2-TZVPD" molar_mass_g_mol=658.89 homo_lumo_gap_ev=8.33 lumo_ha=0.0513 charge=-1 e_homo_ev=-6.93 spin_multiplicity=1 fmax_ha_per_bohr=0.02117
C -4.568055 -6.439420 2.029339 0.052 -0.397 0.576 -0.115
C -3.660032 -6.791548 3.222012 -0.330 0.249 -0.482 -0.266
C -2.711414 -7.953967 2.941894 0.167 0.267 -0.054 -0.229
C -1.984120 -7.840156 1.590215 -0.156 -0.280 0.712 -0.234
C -0.713608 -8.687348 1.591337 -0.214 0.043 -0.444 -0.201
C 0.103955 -8.685497 0.276306 -0.271 0.067 0.172 -0.203
C -0.143411 -7.524138 -0.682615 0.656 0.128 -0.172 -0.232
C 0.508242 -6.199387 -0.244712 -0.802 -0.379 -0.631 -0.201
C 0.473967 -5.149691 -1.372773 0.493 0.006 0.315 -0.209
C 1.763545 -4.316475 -1.458548 -0.173 0.129 0.381 -0.202
C 1.601441 -2.858611 -1.932863 0.278 -0.323 -0.275 -0.205
C 0.555275 -2.625187 -3.017905 0.170 0.381 -0.159 -0.218
C 0.265063 -1.143677 -3.299017 -0.186 -0.234 0.131 -0.202
C -0.268270 -0.355112 -2.092964 0.067 0.476 -0.423 -0.200
C 0.208030 1.108643 -2.104167 -0.417 -0.216 0.506 -0.159
C 0.100247 1.821794 -0.728590 -0.294 -0.166 -0.636 -0.108
C -1.331834 2.070112 -0.388723 0.370 0.312 0.143 -0.082
C -2.089812 3.149520 -0.626870 0.157 -0.065 0.015 -0.047
C -1.703979 4.472763 -1.243292 -0.545 -0.385 0.213 -0.086
C -2.540537 5.639672 -0.687426 0.046 0.392 -0.115 -0.204
C -1.805282 6.969681 -0.523845 0.350 -0.214 -0.378 -0.192
C -0.522907 6.917155 0.311558 -0.350 0.260 0.534 -0.198
C -0.554772 6.005274 1.550630 0.832 -0.424 -0.125 -0.189
C 0.838922 5.366119 1.722050 -0.752 0.089 0.170 -0.215
C 0.950949 4.390602 2.893638 0.510 0.297 -0.373 -0.205
C 2.420181 4.059886 3.195190 -0.120 -0.378 -0.569 -0.163
C 2.979766 3.019025 2.217577 -0.123 -0.039 0.215 -0.236
O 3.813207 2.110810 2.925939 0.127 -0.031 -0.135 -0.198
C 4.334818 1.078084 2.099471 -0.065 0.418 0.348 -0.107
C -3.474152 2.791132 -0.176525 -0.252 0.047 -0.026 -0.372
O -4.518276 3.347073 -0.316280 0.217 0.108 -0.015 0.170
O -3.428703 1.554085 0.457720 0.005 -0.020 -0.082 0.139
C -2.152833 1.059886 0.320749 -0.050 -0.207 -0.042 -0.398
O -1.845713 -0.019669 0.727371 0.010 0.137 0.058 0.162
H -4.997640 -7.357707 1.625429 -0.003 0.015 -0.215 0.071
H -5.402544 -5.828787 2.367735 0.022 0.210 -0.101 0.065
H -4.016363 -5.913347 1.257130 -0.068 0.010 -0.192 0.066
H -3.083701 -5.901170 3.480655 0.053 0.012 0.112 0.105
H -4.311180 -7.015446 4.067016 0.156 -0.086 0.195 0.097
H -3.264938 -8.893555 2.991266 0.027 -0.123 -0.028 0.111
H -1.955002 -7.979308 3.729521 -0.030 -0.115 0.127 0.104
H -1.744293 -6.790209 1.430723 -0.017 0.079 -0.219 0.097
H -2.678527 -8.181050 0.823397 0.095 0.184 -0.311 0.114
H -0.100183 -8.369739 2.433438 0.100 0.004 0.057 0.107
H -1.029354 -9.715129 1.779576 0.158 -0.085 0.255 0.106
H -0.083395 -9.624775 -0.245465 -0.069 -0.009 -0.103 0.100
H 1.169531 -8.686437 0.512231 0.071 -0.089 0.050 0.102
H -1.201208 -7.380809 -0.899899 -0.122 0.008 0.075 0.107
H 0.321738 -7.790655 -1.637244 -0.048 -0.058 -0.060 0.107
H -0.076650 -5.812373 0.587932 0.416 0.100 0.375 0.100
H 1.529615 -6.419771 0.060354 0.112 0.125 0.170 0.108
H -0.366285 -4.484244 -1.189252 -0.175 0.007 -0.150 0.105
H 0.324636 -5.660949 -2.323378 -0.242 0.089 -0.125 0.107
H 2.187749 -4.284395 -0.452144 0.126 0.050 0.012 0.101
H 2.504449 -4.838399 -2.065426 -0.041 -0.080 -0.139 0.107
H 2.557418 -2.549905 -2.364221 0.086 0.144 0.136 0.112
H 1.454496 -2.221526 -1.063724 -0.270 0.046 0.047 0.099
H -0.392663 -3.119381 -2.813496 -0.021 -0.127 0.166 0.099
H 0.952415 -3.053599 -3.941922 -0.174 -0.183 -0.074 0.113
H -0.491686 -1.117423 -4.085125 0.078 0.119 -0.161 0.107
H 1.151886 -0.659375 -3.710924 0.141 0.003 0.074 0.106
H -0.006254 -0.821057 -1.148586 0.060 -0.097 0.105 0.091
H -1.356045 -0.341528 -2.159949 -0.130 -0.192 0.269 0.113
H 1.234959 1.159995 -2.455658 0.122 0.114 -0.015 0.112
H -0.436203 1.657608 -2.792181 0.285 0.165 -0.267 0.119
H 0.555603 1.203468 0.042915 0.117 0.025 0.089 0.117
H 0.622490 2.772865 -0.815152 0.100 0.084 0.192 0.111
H -1.863438 4.378667 -2.319098 0.095 0.132 -0.113 0.134
H -0.635640 4.631378 -1.099491 0.086 0.003 0.047 0.110
H -3.396100 5.815850 -1.335808 -0.144 -0.124 -0.020 0.111
H -2.952408 5.381263 0.280661 -0.123 -0.201 0.155 0.095
H -2.513155 7.685594 -0.105599 -0.070 0.036 0.094 0.106
H -1.523198 7.356611 -1.506770 -0.078 0.062 -0.047 0.114
H 0.334893 6.644817 -0.298249 -0.051 -0.087 -0.182 0.071
H -0.319699 7.939503 0.637603 0.168 0.005 -0.043 0.114
H -0.781206 6.536437 2.476192 -0.286 0.144 -0.039 0.109
H -1.277364 5.193191 1.447583 -0.123 0.029 0.042 0.092
H 1.059560 4.845001 0.789623 0.338 0.057 -0.066 0.090
H 1.548286 6.186755 1.835548 0.244 -0.069 -0.079 0.124
H 0.450395 3.467314 2.597507 -0.281 -0.102 0.302 0.102
H 0.461748 4.805114 3.775202 -0.067 -0.011 0.081 0.107
H 3.019195 4.959947 3.070280 0.041 0.152 0.411 0.108
H 2.543915 3.657478 4.198159 0.030 0.036 0.103 0.109
H 3.547740 3.499384 1.416151 0.025 -0.003 -0.092 0.128
H 2.158835 2.458409 1.752715 -0.069 -0.012 -0.043 0.106
H 5.412121 1.030099 2.253793 0.073 -0.091 -0.045 0.080
H 3.887079 0.124497 2.380388 -0.048 -0.110 -0.076 0.080
H 4.136492 1.285356 1.048948 0.025 -0.082 -0.133 0.080
N 2.513037 7.262239 -3.393106 0.327 -0.028 0.291 -0.310
S 2.832834 8.598178 -2.590354 -0.272 0.632 -0.145 0.480
O 4.221232 8.863790 -2.404032 0.077 -0.070 -0.017 -0.290
O 1.939705 8.880855 -1.513170 -0.093 -0.095 0.032 -0.293
F 2.394307 9.614002 -3.729400 -0.023 -0.227 -0.014 -0.194
S 2.855442 5.925874 -2.650932 0.279 -0.431 0.022 0.457
O 2.811936 4.812085 -3.540599 -0.287 0.094 -0.230 -0.300
O 2.255067 5.771238 -1.358646 -0.081 -0.016 0.080 -0.312
F 4.405618 6.065754 -2.316553 -0.030 -0.019 0.024 -0.194